{
  "formula": "C21H16F6N4O6RhS2",
  "method": "ωB97M-V/def2-TZVPD",
  "homo_ev": -11.158,
  "orbital_gap_ev": 5.484,
  "largest_force_ev_per_a": 3.4,
  "charge": 1,
  "de_lowest_ev": 2.287,
  "e_lumo_ev": -5.7,
  "elements": ["F", "C", "O", "C", "C", "C", "F", "H", "C", "H", "C", "F", "C", "H", "N", "H", "O", "H", "C", "C", "H", "S", "H", "C", "S", "C", "C", "O", "C", "H", "F", "C", "O", "H", "Rh", "C", "H", "H", "C", "H", "F", "C", "C", "H", "N", "O", "H", "N", "F", "H", "C", "O", "H", "C", "N", "C"],
  "positions_angstrom": [[0.32, 2.91, 2.17], [0.25, -2.91, 1.42], [0.40, 1.46, -0.37], [1.14, -3.13, 2.49], [3.28, 0.37, -0.63], [-1.64, -0.43, -3.73], [1.08, 1.98, 3.97], [-1.12, -3.58, 4.95], [-0.03, 2.27, 3.29], [-1.80, -2.93, 0.78], [-1.01, 2.42, -3.61], [-4.10, 0.54, -1.25], [-1.61, -3.30, 2.88], [5.25, 0.93, -1.23], [1.90, -2.85, -0.18], [1.32, -3.52, 4.58], [0.20, -0.09, 2.19], [2.94, 1.38, -0.44], [-0.57, 1.56, -2.59], [-0.50, 4.35, -2.28], [-1.38, 2.00, -4.53], [-0.88, 0.69, 2.81], [-0.46, 5.42, -2.18], [2.79, -1.90, -0.55], [-2.63, 0.17, 0.88], [-0.07, 3.54, -1.26], [-0.61, 0.12, -2.78], [-1.72, -0.46, -0.10], [4.94, -1.21, -1.31], [-2.57, 0.13, -3.66], [-2.90, 2.23, -0.68], [-1.13, -3.05, 1.62], [-3.48, -0.74, 1.57], [4.28, -3.27, -1.22], [0.44, -0.46, -0.08], [-0.07, 2.13, -1.38], [-1.26, -0.38, -4.75], [2.21, -3.05, 2.31], [4.05, -2.22, -1.05], [0.29, 3.95, -0.32], [-4.70, 1.78, 0.42], [0.64, -3.38, 3.75], [-3.68, 1.25, -0.21], [-1.81, -1.48, -3.49], [-1.88, 1.25, 1.73], [-1.45, 0.10, 3.97], [-1.30, 4.41, -4.29], [0.75, -2.50, 0.20], [-0.80, 3.06, 4.02], [-2.68, -3.35, 3.05], [-0.97, 3.79, -3.48], [0.19, -0.67, -2.23], [5.93, -1.42, -1.70], [-0.73, -3.43, 3.95], [2.41, -0.60, -0.39], [4.56, 0.11, -1.07]]
}

{
  "formula": "C21H16FN2O8S2",
  "method": "ωB97M-V/def2-TZVPD",
  "homo_ev": -4.107,
  "orbital_gap_ev": 5.667,
  "largest_force_ev_per_a": 2.5,
  "charge": -1,
  "de_lowest_ev": 0.000,
  "smiles": "O=[N+]([O-])c1ccc([C@H](C=[N+]([O-])[O-])C(F)(S(=O)(=O)c2ccccc2)S(=O)(=O)c2ccccc2)cc1",
  "e_lumo_ev": 1.6,
  "elements": ["C", "O", "N", "O", "H", "H", "C", "C", "C", "O", "H", "C", "O", "C", "S", "H", "C", "H", "H", "C", "C", "H", "F", "S", "H", "C", "O", "O", "C", "O", "C", "H", "C", "H", "H", "C", "C", "H", "H", "H", "C", "N", "O", "C", "C", "C", "C", "H", "H", "C"],
  "positions_angstrom": [[3.19, 2.70, -1.19], [1.18, -0.23, -2.44], [3.12, -1.99, 1.18], [2.64, -1.82, 2.32], [-2.49, 2.78, -3.22], [-4.64, 1.48, -3.27], [-2.29, -1.28, 3.23], [-2.16, -1.73, 4.54], [-1.35, -1.65, 2.25], [1.70, 5.95, -0.87], [-2.86, -1.40, 5.33], [1.38, -0.43, 0.27], [4.01, -2.87, 0.95], [1.25, 3.45, 0.15], [0.14, -1.16, -2.10], [-2.48, -2.15, -2.72], [1.77, 1.06, -0.06], [-0.36, 1.58, -2.82], [-4.62, -0.99, -3.11], [-2.50, -1.07, -2.70], [-3.68, 0.96, -3.18], [0.65, -3.63, 4.12], [0.54, -2.68, -0.19], [-1.48, -1.11, 0.54], [3.50, 0.57, -1.30], [2.67, -1.29, 0.14], [-1.58, 0.34, 0.53], [0.16, -2.46, -2.68], [-2.50, 1.69, -3.10], [3.52, 5.28, -1.90], [1.00, 2.12, 0.47], [-3.13, -0.64, 2.95], [2.33, 3.71, -0.72], [4.01, 2.98, -1.84], [0.95, -0.43, 1.34], [-1.14, -2.64, 4.85], [-1.35, -0.32, -2.50], [0.17, 1.88, 1.13], [-1.07, -3.04, 5.85], [0.40, -2.76, 1.84], [-3.68, -0.42, -3.03], [2.51, 5.06, -1.19], [-2.55, -1.88, -0.06], [-0.28, -2.46, 2.61], [-1.31, 1.05, -2.79], [-0.15, -2.93, 3.90], [0.21, -1.36, -0.32], [0.68, 4.27, 0.55], [3.08, -1.47, -0.87], [2.90, 1.37, -0.87]]
}

{
  "formula": "C21H16IrN8S4",
  "method": "ωB97M-V/def2-TZVPD",
  "homo_ev": [-9.509, -9.509],
  "orbital_gap_ev": [5.557, 5.559],
  "largest_force_ev_per_a": 2.5,
  "charge": 1,
  "de_lowest_ev": 3.707,
  "e_lumo_ev": [-4.0, -4.0],
  "elements": ["C", "C", "S", "H", "N", "C", "H", "H", "N", "N", "C", "C", "H", "H", "C", "H", "C", "H", "S", "H", "H", "H", "C", "N", "C", "C", "N", "C", "H", "C", "C", "N", "N", "N", "S", "C", "H", "C", "H", "H", "H", "C", "C", "C", "C", "Ir", "S", "C", "C", "H"],
  "positions_angstrom": [[0.72, -1.72, 3.90], [1.98, -3.04, 2.38], [-0.19, -2.05, -1.76], [-2.35, 1.86, 5.38], [2.11, -2.97, -2.86], [-0.66, -0.28, 5.38], [-2.10, 2.43, 1.15], [5.06, -0.65, -1.12], [3.42, -2.64, -2.98], [2.37, -1.11, -1.82], [0.23, -1.37, 5.20], [-1.83, 1.89, 2.05], [1.94, -3.37, 4.51], [-0.57, 5.02, -1.73], [-2.51, 2.24, -1.71], [1.76, -3.81, -3.28], [-0.64, 0.16, 2.98], [2.62, 0.01, -0.19], [-2.50, 0.55, -1.32], [1.77, -2.46, 0.33], [-3.00, 3.14, 3.33], [-2.68, 6.03, -2.53], [-1.46, 4.42, -1.86], [2.09, 0.01, -1.05], [3.57, -1.52, -2.36], [-1.11, 0.51, 4.27], [-0.99, -0.11, 6.65], [0.27, -0.95, 2.79], [4.64, 0.29, -2.56], [-1.38, 3.06, -1.55], [-1.98, 1.59, 4.40], [0.53, -1.98, 6.34], [-1.02, 0.86, 1.90], [0.66, -1.24, 1.54], [0.15, 2.44, -1.01], [-2.64, 4.97, -2.32], [-4.54, 2.17, -2.35], [-3.75, 4.16, -2.50], [2.25, 0.87, -1.56], [5.63, -1.18, -2.72], [2.65, -3.86, 2.16], [-3.69, 2.81, -2.21], [4.80, -0.72, -2.18], [1.42, -2.05, -2.16], [1.59, -2.78, 3.68], [-0.34, 0.15, -0.21], [-0.25, -1.23, 7.54], [-2.34, 2.30, 3.28], [1.49, -2.25, 1.35], [-4.68, 4.58, -2.86]]
}